Entry 1:
Molecular formula: C6H15IN
Method: DFT, the ωB97M-V functional and the def2-TZVPD basis

Last column: Löwdin charge in e.
Element x y z (Å)
1 C -0.300 1.615 1.215  -0.083
2 C -0.298 1.612 -1.358  -0.055
3 C -1.975 0.091 0.078  -0.031
4 C 0.824 -1.514 1.270  -0.181
5 C -0.697 0.928 -0.024  -0.331
6 C 1.161 -0.814 -0.036  -0.787
7 N 1.020 -1.815 -1.184  0.086
8 I 3.090 0.214 -0.034  0.842
9 H -0.902 2.511 1.296  0.118
10 H 0.637 2.133 1.149  0.074
11 H -0.396 1.041 2.102  0.077
12 H -0.645 0.931 -2.186  0.100
13 H -0.863 2.528 -1.507  0.091
14 H 0.755 1.826 -1.138  0.037
15 H -1.840 -0.882 -0.544  0.106
16 H -2.029 -0.003 1.204  0.104
17 H -2.608 0.891 -0.338  0.108
18 H 1.555 -2.377 1.455  0.103
19 H -0.137 -2.040 1.069  0.085
20 H 0.889 -0.739 1.993  0.045
21 H 1.394 -2.733 -0.921  0.147
22 H 1.434 -1.473 -2.051  0.128
23 H -0.071 -1.931 -1.511  0.217

Calculated values
**Net charge**: +1
**Energy relative to the best compared isomer or geometry (same formula, charge and spin)**: 42.5 kcal per mole
**HOMO-LUMO gap (spin up / spin down)**: 8.00 / 8.00 eV
**2S+1**: 1
**Largest force on an atom**: 3.40 eV Å⁻¹
**LUMO energy (spin up / spin down)**: -3.8 / -3.8 eV
**HOMO energy (spin up / spin down)**: -11.831 / -11.832 eV

=====

Entry 2:
Molecular formula: C4H11N3O2
Method: DFT, the ωB97M-V functional and the def2-TZVPD basis

Last column: Löwdin charge in e.
Element x y z (Å)
1 H -1.422 1.248 -0.603  -0.042
2 N -0.527 0.865 -0.402  0.045
3 C 0.198 0.068 -1.447  -0.477
4 N 1.258 -0.639 -1.038  0.136
5 N -0.145 0.188 -2.744  -0.041
6 C -1.418 0.769 -3.255  -0.080
7 H 1.774 -1.155 -1.694  0.078
8 H 1.643 -0.695 -0.126  0.087
9 H 0.569 0.046 -3.542  0.166
10 H -1.754 1.762 -2.884  0.090
11 H -2.197 0.105 -3.195  0.047
12 H -1.183 1.063 -4.267  0.070
13 C 0.205 -1.148 3.475  -0.050
14 C 0.116 0.117 2.698  -0.687
15 O -0.903 0.747 2.396  0.048
16 O 1.324 0.335 2.749  0.092
17 H -0.683 -1.065 4.242  0.111
18 H 1.247 -1.351 4.056  0.133
19 H -0.250 -2.090 3.076  0.080
20 H 2.151 0.830 2.507  0.191

Calculated values
**Net charge**: 0
**Energy relative to the best compared isomer or geometry (same formula, charge and spin)**: 126.7 kcal per mole
**HOMO-LUMO gap**: 7.83 eV
**2S+1**: 1
**Structure (SMILES)**: [H]/N=C(/N)NC.CC(=O)O
**Largest force on an atom**: 10.68 eV Å⁻¹
**LUMO energy**: 0.5 eV
**HOMO energy**: -7.352 eV

=====

Entry 3:
Molecular formula: C6H14O4Rh
Method: DFT, the ωB97M-V functional and the def2-TZVPD basis

Last column: Löwdin spin population.
Element x y z (Å)
1 C 2.034 1.578 -1.023  0.017
2 O 1.934 0.242 -0.634  0.056
3 C 2.044 0.055 0.794  0.269
4 C 1.615 -1.348 1.150  0.050
5 O 0.177 -1.378 1.352  0.174
6 C -0.796 -1.501 0.008  0.012
7 C -1.900 -0.494 0.202  0.025
8 O -1.297 0.776 0.438  0.167
9 C -2.175 1.881 0.330  0.056
10 Rh 0.256 0.714 1.866  3.084
11 H 1.954 1.625 -2.118  0.000
12 H 1.214 2.185 -0.592  0.011
13 H 3.005 2.018 -0.730  0.001
14 H 3.103 0.208 1.079  0.025
15 H 2.113 -1.705 2.065  0.007
16 H 1.855 -2.085 0.359  0.006
17 H -1.247 -2.473 -0.250  0.004
18 H 0.108 -1.542 -0.606  0.000
19 H -2.572 -0.768 1.033  0.008
20 H -2.575 -0.426 -0.664  0.004
21 H -1.612 2.775 0.623  0.026
22 H -2.523 1.971 -0.709  0.003
23 H -3.043 1.758 0.996  0.008
24 O -1.255 -2.158 -2.274  0.963
25 H -0.419 -1.909 -2.693  0.023

Calculated values
**Net charge**: 0
**Energy relative to the best compared isomer or geometry (same formula, charge and spin)**: 37.7 kcal per mole
**HOMO-LUMO gap (spin up / spin down)**: 4.93 / 5.47 eV
**<S²>**: 8.76
**2S+1**: 6
**Largest force on an atom**: 3.59 eV Å⁻¹
**LUMO energy (spin up / spin down)**: 0.4 / -3.0 eV
**HOMO energy (spin up / spin down)**: -4.533 / -8.513 eV

=====

Entry 4:
Molecular formula: ClHg5O20S4
Method: DFT, the ωB97M-V functional and the def2-TZVPD basis

Last column: Löwdin charge in e.
Element x y z (Å)
1 Hg 4.433 -1.939 -1.343  0.901
2 Hg -0.983 1.445 -1.765  1.369
3 Hg 1.348 2.292 0.959  1.438
4 Hg -0.359 -2.001 -3.486  1.373
5 Hg -0.509 -1.018 2.399  1.367
6 S 0.962 -0.854 -0.583  0.284
7 O 2.247 -1.291 -1.079  -0.551
8 O 0.300 -1.642 0.519  -0.394
9 O 1.062 0.524 -0.197  -0.512
10 O 0.046 -0.737 -1.756  -0.554
11 S 1.511 0.731 3.468  0.311
12 O 0.355 -0.044 4.129  -0.412
13 O 1.011 0.739 2.066  -0.655
14 O 2.042 2.051 3.699  -0.297
15 O 2.521 -0.283 3.578  -0.283
16 S -2.660 0.607 -4.391  0.224
17 O -3.111 1.572 -3.368  -0.233
18 O -1.523 -0.152 -3.846  -0.542
19 O -3.666 -0.374 -4.627  -0.160
20 O -2.404 1.342 -5.593  -0.115
21 S -0.645 4.205 -1.380  0.225
22 O -1.768 3.532 -2.060  -0.322
23 O -1.332 4.898 -0.326  -0.200
24 O 0.263 3.171 -0.853  -0.522
25 O 0.103 5.055 -2.269  -0.206
26 Cl 0.156 -4.401 3.595  0.645
27 O -0.100 -4.066 4.959  -0.248
28 O 0.674 -3.157 3.056  -0.405
29 O 1.135 -5.397 3.454  -0.249
30 O -1.109 -4.808 3.044  -0.278

Calculated values
**Net charge**: +1
**Energy relative to the best compared isomer or geometry (same formula, charge and spin)**: 75.4 kcal per mole
**HOMO-LUMO gap**: 1.58 eV
**2S+1**: 1
**Largest force on an atom**: 6.77 eV Å⁻¹
**LUMO energy**: -10.5 eV
**HOMO energy**: -12.121 eV

=====

Entry 5:
Molecular formula: C4H29O16
Method: DFT, the ωB97M-V functional and the def2-TZVPD basis

Last column: Löwdin charge in e.
Element x y z (Å)
1 O -0.428 -3.165 1.053  0.119
2 C -1.319 -2.655 0.431  -0.533
3 O -1.611 -3.067 -0.825  0.070
4 C -2.338 -1.663 0.938  -0.071
5 C -2.633 -0.586 -0.118  -0.093
6 C -1.399 0.227 -0.590  -0.613
7 O -1.630 1.417 -0.892  -0.024
8 O -0.275 -0.343 -0.555  -0.071
9 H -0.861 -3.189 -1.425  0.091
10 H -3.290 -2.109 1.227  0.126
11 H -1.897 -1.135 1.788  0.116
12 H -3.064 -0.950 -1.041  0.114
13 H -3.209 0.248 0.294  0.096
14 H 0.614 -0.512 -4.560  0.037
15 H 0.892 0.683 -3.642  0.000
16 O 1.351 -0.056 -4.142  -0.094
17 H -3.507 0.760 2.406  0.034
18 H -2.851 2.083 2.362  0.001
19 O -2.970 1.327 2.970  -0.057
20 H 0.890 -1.615 3.612  0.011
21 H -0.200 -0.566 3.716  -0.006
22 O 0.132 -1.350 4.159  -0.093
23 H 0.828 2.538 -2.787  0.016
24 H -0.436 1.659 -2.268  0.016
25 O 0.074 1.981 -3.044  -0.073
26 H -1.164 1.982 2.620  -0.017
27 H -0.036 1.543 1.668  0.025
28 O -0.204 1.880 2.554  -0.042
29 H 0.918 -1.613 -1.256  0.033
30 H 0.608 -1.634 -2.677  0.021
31 O 0.921 -2.246 -2.006  -0.067
32 H -1.587 3.629 1.388  0.040
33 H -2.546 3.791 0.171  0.049
34 O -2.487 3.484 1.075  -0.050
35 H 0.575 -1.236 1.026  -0.020
36 H 1.937 -0.658 1.775  -0.017
37 O 1.206 -1.250 1.720  -0.045
38 H 3.277 2.293 -2.314  0.052
39 H 2.632 3.232 -1.390  0.049
40 O 2.573 2.951 -2.306  -0.046
41 H 3.014 1.555 2.618  0.040
42 H 2.857 0.804 1.297  0.005
43 O 3.094 0.676 2.247  -0.076
44 H 3.054 -1.949 -1.782  0.044
45 H 2.861 -0.855 -2.736  0.015
46 O 3.280 -1.015 -1.877  -0.070
47 H 2.567 0.565 -1.027  0.012
48 H 1.111 0.710 -0.500  0.028
49 O 2.058 0.931 -0.290  -0.085

Calculated values
**Net charge**: -1
**Energy relative to the best compared isomer or geometry (same formula, charge and spin)**: 0.0 kcal per mole
**HOMO-LUMO gap**: 9.48 eV
**2S+1**: 1
**Largest force on an atom**: 2.61 eV Å⁻¹
**LUMO energy**: 2.6 eV
**HOMO energy**: -6.914 eV

=====

Entry 6:
Molecular formula: C42H31IrN7O5PSSe
Method: DFT, the ωB97M-V functional and the def2-TZVPD basis

Last column: Löwdin spin population.
Element x y z (Å)
1 Ir -0.294 0.014 0.015  0.637
2 Se 3.103 3.109 6.460  0.001
3 N 3.539 1.736 5.421  0.001
4 C 2.635 1.669 4.483  0.001
5 C 2.629 0.659 3.433  0.005
6 C 3.570 -0.365 3.347  -0.006
7 C 3.456 -1.296 2.335  0.005
8 C 2.412 -1.175 1.429  0.007
9 N 1.523 -0.198 1.516  0.144
10 C 1.607 0.704 2.489  0.011
11 C 0.557 1.716 2.522  0.002
12 N -0.384 1.663 1.558  0.015
13 C -1.356 2.569 1.578  0.000
14 C -1.449 3.555 2.550  0.000
15 C -0.497 3.614 3.538  -0.001
16 C 0.533 2.676 3.526  0.000
17 C 1.591 2.661 4.531  0.000
18 N 1.660 3.522 5.509  0.000
19 H 4.369 -0.414 4.074  0.000
20 H 4.166 -2.104 2.227  0.001
21 H 2.292 -1.873 0.610  0.002
22 H -2.104 2.526 0.805  0.000
23 H -2.269 4.258 2.505  0.000
24 H -0.526 4.363 4.318  0.000
25 O -2.571 0.340 -0.147  0.076
26 S -2.388 1.194 -1.345  0.007
27 O -3.122 2.407 -1.375  0.005
28 O -0.858 1.339 -1.413  -0.002
29 C -2.734 0.190 -2.733  0.000
30 C -3.613 0.625 -3.706  0.001
31 C -3.850 -0.190 -4.803  0.000
32 C -3.197 -1.410 -4.911  0.000
33 C -2.296 -1.824 -3.936  0.000
34 C -2.050 -1.030 -2.824  0.001
35 P -0.844 -1.660 -1.591  -0.006
36 C -1.638 -3.070 -0.816  -0.001
37 C -0.871 -3.971 -0.077  -0.001
38 C -1.475 -5.057 0.533  0.000
39 C -2.848 -5.235 0.428  -0.001
40 C -3.618 -4.323 -0.280  0.000
41 C -3.018 -3.239 -0.902  -0.001
42 C 0.498 -2.223 -2.662  -0.002
43 C 1.069 -1.273 -3.513  -0.001
44 C 2.070 -1.637 -4.393  0.000
45 C 2.501 -2.959 -4.445  -0.001
46 C 1.915 -3.912 -3.626  0.000
47 C 0.911 -3.550 -2.735  -0.001
48 H -4.103 1.584 -3.596  0.000
49 H -4.538 0.131 -5.572  0.000
50 H -3.379 -2.046 -5.767  0.000
51 H -1.784 -2.772 -4.051  0.000
52 H 0.193 -3.812 0.051  0.000
53 H -0.878 -5.751 1.109  0.000
54 H -3.320 -6.077 0.916  0.000
55 H -4.691 -4.450 -0.344  0.000
56 H -3.629 -2.532 -1.448  0.000
57 H 0.726 -0.244 -3.498  0.000
58 H 2.515 -0.889 -5.036  0.000
59 H 3.289 -3.244 -5.130  0.000
60 H 2.231 -4.945 -3.679  0.000
61 H 0.450 -4.312 -2.124  0.000
62 N 1.390 0.080 -1.005  -0.002
63 C 2.296 0.591 -1.550  0.009
64 N 3.193 1.120 -2.250  0.009
65 C 4.473 1.107 -1.863  0.001
66 N 5.589 1.122 -1.573  0.000
67 C -3.669 -6.143 4.678  0.000
68 C -2.990 -4.922 4.121  0.002
69 C -1.612 -4.758 4.219  0.000
70 C -0.977 -3.627 3.719  0.002
71 C 0.516 -3.478 3.862  0.000
72 C -1.752 -2.648 3.097  0.004
73 C -3.135 -2.787 2.967  0.002
74 C -3.972 -1.720 2.313  0.000
75 C -3.734 -3.921 3.496  0.000
76 C -1.063 -1.403 2.644  0.005
77 O -0.648 -0.546 3.383  -0.001
78 O -0.941 -1.391 1.300  0.069
79 H -2.945 -6.842 5.095  0.000
80 H -4.238 -6.667 3.907  0.000
81 H -4.370 -5.873 5.470  0.000
82 H -1.014 -5.524 4.703  0.000
83 H 0.987 -4.444 4.036  0.000
84 H 0.763 -2.823 4.700  0.000
85 H 0.966 -3.038 2.967  0.000
86 H -3.797 -0.744 2.773  0.000
87 H -5.033 -1.945 2.412  0.000
88 H -3.739 -1.624 1.252  0.000
89 H -4.811 -4.024 3.420  0.000

Calculated values
**Net charge**: +1
**Energy relative to the best compared isomer or geometry (same formula, charge and spin)**: 55.4 kcal per mole
**HOMO-LUMO gap (spin up / spin down)**: 6.85 / 6.53 eV
**<S²>**: 0.76
**2S+1**: 2
**Largest force on an atom**: 0.80 eV Å⁻¹
**LUMO energy (spin up / spin down)**: -4.1 / -4.5 eV
**HOMO energy (spin up / spin down)**: -10.956 / -10.992 eV

=====

> largest force on an atom of number 3 (C6H14O4Rh)?

3.59 eV Å⁻¹

=====

> Among the records above, which one has the highest energy relative to the best compared isomer or geometry (same formula, charge and spin)?

C4H11N3O2

=====

> Number 4 is which compound?

ClHg5O20S4